The following is a DFT calculation (ωB97M-V with the def2-TZVPD basis set) of 2 unconnected molecules or ions with the total composition C4H9N3O2 in a non-equilibrium geometry.

Results
Relative energy (zero: lowest compared OMol25 entry of this formula, charge and spin), eV: 7.2164
Total energy, eV: -12852.7112
Frontier orbital gap (alpha / beta), eV: 6.54 / 8.35
M, Da: 131.14
LUMO energy (alpha / beta), eV: -0.364 / 0.114
2S+1: 1
HOMO energy (alpha / beta), eV: -6.9078 / -8.2328

Each line ends with the Löwdin charge.
Cartesian coordinates (Å):
C  -0.007  0.602  -1.648  -0.388
N  -1.600  -1.543  -0.354  0.060
N  -1.136  1.282  -1.370  0.149
O  -0.189  -1.201  -0.388  -0.236
O  0.614  0.219  -2.560  0.167
H  -1.712  -2.077  0.510  0.088
H  -1.654  -2.222  -1.113  0.097
H  -1.904  0.651  -1.135  0.097
H  -0.950  1.950  -0.605  0.084
C  1.124  0.900  0.122  -0.245
C  0.190  -0.377  0.775  -0.375
C  0.893  -1.111  1.751  0.069
N  0.831  2.124  0.433  0.021
H  1.615  2.763  0.327  0.047
H  2.137  0.579  -0.144  0.115
H  -0.682  0.163  1.145  0.127
H  1.648  -1.825  1.454  0.063
H  0.781  -0.878  2.799  0.059

---

The following is a DFT calculation (ωB97M-V with the def2-TZVPD basis set) of C4H9N3O2S in the gas phase in a non-equilibrium geometry.

Results
Relative energy (zero: lowest compared OMol25 entry of this formula, charge and spin), eV: 4.5667
Total energy, eV: -23689.8117
Frontier orbital gap, eV: 8.88
M, Da: 163.20
SMILES: NN[C@@]1([N+](=O)[O-])CCCS1
LUMO energy, eV: 0.090
2S+1: 1
HOMO energy, eV: -8.7926

Each line ends with the Löwdin charge.
Cartesian coordinates (Å):
N  -0.453  1.069  -1.835  0.022
N  0.539  0.130  -1.437  -0.125
C  0.817  0.069  -0.018  -0.633
N  2.223  0.762  0.119  -0.359
O  2.758  1.162  -0.902  0.068
O  2.617  0.839  1.248  0.089
C  -0.265  0.563  0.958  -0.138
C  -1.416  -0.485  0.766  -0.211
C  -0.859  -1.869  0.442  -0.410
S  0.999  -1.721  0.346  0.923
H  -1.290  0.789  -1.329  0.040
H  -0.314  1.915  -1.306  0.057
H  1.448  0.270  -1.926  0.118
H  -0.714  1.552  0.659  0.124
H  0.156  0.738  1.908  0.099
H  -1.898  -0.475  1.668  0.073
H  -2.142  -0.322  -0.090  0.126
H  -1.031  -2.657  1.206  0.077
H  -1.175  -2.327  -0.477  0.060

---

The following is a DFT calculation (ωB97M-V with the def2-TZVPD basis set) of a molecular structure, C4H9N3O2S in a non-equilibrium geometry.

Results
Relative energy (zero: lowest compared OMol25 entry of this formula, charge and spin), eV: 4.0510
Total energy, eV: -23690.3274
Frontier orbital gap, eV: 9.58
M, Da: 163.20
LUMO energy, eV: 0.422
2S+1: 1
HOMO energy, eV: -9.1555

Each line ends with the Löwdin charge.
Cartesian coordinates (Å):
C  -1.954  -0.315  0.597  -0.182
C  -0.265  -0.174  -0.899  -0.400
C  -1.162  1.952  0.253  -0.036
C  2.444  -1.400  -0.165  -0.135
N  -1.565  -1.613  0.102  0.059
N  -0.665  -1.533  -0.716  0.012
N  -1.297  0.631  -0.316  -0.143
O  0.958  0.020  1.388  -0.320
O  1.975  1.249  -0.528  -0.362
S  1.336  0.033  0.027  0.639
H  -2.976  -0.322  0.469  0.103
H  -1.670  -0.368  1.613  0.118
H  0.179  0.114  -2.166  0.226
H  -0.415  1.928  0.933  0.039
H  -0.967  2.567  -0.646  0.121
H  -2.062  2.087  0.667  0.054
H  1.820  -2.233  -0.464  0.040
H  3.313  -1.102  -0.922  0.113
H  2.974  -1.523  0.774  0.055

---

The following is a DFT calculation (ωB97M-V with the def2-TZVPD basis set) of C4H9N3S in the gas phase in a non-equilibrium geometry.

Results
Relative energy (zero: lowest compared OMol25 entry of this formula, charge and spin), eV: 0.5586
Total energy, eV: -19599.0777
Frontier orbital gap, eV: 8.54
M, Da: 131.20
SMILES: [H]/N=C(/N)C(=S)NCC
LUMO energy, eV: -0.059
2S+1: 1
HOMO energy, eV: -8.6032

Each line ends with the Löwdin charge.
Cartesian coordinates (Å):
H  1.391  -1.901  -0.867  0.052
N  2.243  -1.418  -0.449  0.091
C  1.986  -0.169  -0.112  -0.480
N  2.919  0.657  0.502  0.115
C  0.630  0.439  -0.267  -0.710
S  0.442  2.119  -0.496  0.635
N  -0.364  -0.448  -0.357  -0.059
C  -1.775  -0.255  -0.628  -0.253
C  -2.342  0.154  0.698  -0.112
H  2.805  1.602  0.680  0.026
H  3.848  0.298  0.648  0.101
H  -0.216  -1.434  -0.074  0.147
H  -1.834  0.676  -1.237  0.098
H  -2.192  -1.159  -1.189  0.145
H  -3.350  0.562  0.670  0.074
H  -2.407  -0.699  1.413  0.091
H  -1.782  0.976  1.064  0.040

---

The following is a DFT calculation (ωB97M-V with the def2-TZVPD basis set) of C4H9N3S in the gas phase in a non-equilibrium geometry.

Results
Relative energy (zero: lowest compared OMol25 entry of this formula, charge and spin), eV: 1.6091
Total energy, eV: -19598.0271
Frontier orbital gap, eV: 9.83
M, Da: 131.20
SMILES: N[C@H]1CN=C(NS)C1
LUMO energy, eV: 0.770
2S+1: 1
HOMO energy, eV: -9.0571

Each line ends with the Löwdin charge.
Cartesian coordinates (Å):
N  0.982  -2.511  1.324  0.020
C  0.342  -2.141  0.002  -0.348
C  -1.163  -1.681  0.066  -0.147
N  -1.130  -0.189  -0.067  0.071
C  0.062  0.167  -0.361  -0.458
N  0.551  1.516  -0.429  -0.435
S  -0.488  2.817  -0.067  0.697
C  1.191  -0.908  -0.485  -0.087
H  0.907  -1.739  1.963  0.063
H  0.533  -3.305  1.708  0.044
H  0.521  -2.912  -0.708  0.107
H  -1.447  -2.019  1.090  0.110
H  -1.825  -2.058  -0.690  0.093
H  1.295  1.754  -1.155  0.107
H  -1.401  2.576  -1.069  -0.130
H  1.758  -0.993  -1.543  0.144
H  2.050  -0.717  0.359  0.148

---

The following is a DFT calculation (ωB97M-V with the def2-TZVPD basis set) of 2 unconnected molecules or ions with the total composition C4H9N4 in a non-equilibrium geometry.

Results
Relative energy (zero: lowest compared OMol25 entry of this formula, charge and spin), eV: 3.6823
Net charge: +1
Total energy, eV: -10244.3161
Frontier orbital gap (alpha / beta), eV: 7.58 / 7.58
M, Da: 113.14
LUMO energy (alpha / beta), eV: -6.849 / -6.849
2S+1: 1
HOMO energy (alpha / beta), eV: -14.4292 / -14.4296

Each line ends with the Löwdin charge.
Cartesian coordinates (Å):
C  1.310  0.384  1.042  -0.117
C  0.108  -0.951  -0.403  -0.265
C  -0.062  -0.125  0.845  -0.100
C  -0.958  -1.795  -1.124  0.017
N  2.009  -0.066  0.119  0.081
N  1.279  -0.762  -0.832  0.121
N  -1.114  -0.115  1.651  0.285
N  0.539  2.121  -0.632  0.072
H  1.505  0.965  1.859  0.112
H  -1.462  -2.412  -0.327  0.103
H  -0.385  -2.406  -1.772  0.071
H  -1.622  -1.230  -1.799  0.101
H  -1.372  0.603  2.292  0.143
H  -1.832  -0.886  1.719  0.184
H  -0.034  2.849  -1.085  0.065
H  0.654  1.360  -1.346  0.052
H  1.434  2.466  -0.206  0.075

---

The following is a DFT calculation (ωB97M-V with the def2-TZVPD basis set) of a gas-phase ion, C4H9N4 (charge +1) in a non-equilibrium geometry.

Results
Relative energy (zero: lowest compared OMol25 entry of this formula, charge and spin), eV: 4.5143
Net charge: +1
Total energy, eV: -10243.4841
Frontier orbital gap, eV: 9.87
M, Da: 113.14
SMILES: [H]/N=C\CN[N+](C)=C=N
LUMO energy, eV: -4.193
2S+1: 1
HOMO energy, eV: -14.0639

Each line ends with the Löwdin charge.
Cartesian coordinates (Å):
H  -1.377  0.038  1.586  0.089
N  -2.020  -0.443  0.900  0.107
C  -2.050  0.150  -0.201  -0.241
C  -1.022  1.183  -0.595  -0.163
N  0.247  1.319  0.107  0.049
N  0.869  0.059  0.355  -0.082
C  2.313  -0.187  0.216  0.053
C  0.303  -1.000  0.029  -0.201
N  0.022  -2.106  -0.337  0.341
H  -2.692  -0.182  -0.979  0.112
H  -0.715  0.688  -1.642  0.172
H  -1.440  2.210  -0.686  0.147
H  0.180  1.881  0.928  0.135
H  2.829  0.187  1.066  0.095
H  2.472  -1.269  -0.032  0.127
H  2.631  0.308  -0.735  0.130
H  -0.549  -2.837  0.021  0.130

---

The following is a DFT calculation (ωB97M-V with the def2-TZVPD basis set) of a gas-phase ion, C4H9N4O3 (charge +1) in a non-equilibrium geometry.

Results
Relative energy (zero: lowest compared OMol25 entry of this formula, charge and spin), eV: 9.2372
Net charge: +1
Total energy, eV: -16381.5836
Frontier orbital gap, eV: 8.35
M, Da: 161.14
SMILES: C=[N+]1OCN(C)/C(=N\O)N1O
LUMO energy, eV: -4.695
2S+1: 1
HOMO energy, eV: -13.0444

Each line ends with the Löwdin charge.
Cartesian coordinates (Å):
C  1.230  -2.041  -2.283  0.212
N  0.796  -1.145  -1.454  -0.098
O  -0.397  -1.432  -0.860  0.038
C  -0.314  -1.211  0.543  -0.133
N  -0.196  0.172  0.829  -0.101
C  -1.395  0.885  1.298  -0.011
C  0.739  0.894  0.138  -0.237
N  1.251  2.041  0.123  0.058
O  1.110  3.004  1.078  0.046
N  1.266  0.082  -1.029  -0.025
O  2.474  0.348  -1.506  0.087
H  0.548  -2.847  -2.587  0.139
H  1.888  -1.606  -3.057  0.131
H  -1.230  -1.528  1.082  0.162
H  0.471  -1.811  1.052  0.163
H  -2.304  0.369  0.872  0.113
H  -1.483  0.901  2.500  0.150
H  -1.278  1.865  0.837  0.088
H  0.725  2.663  1.864  0.084
H  2.773  1.205  -1.163  0.134